[1]
A structure of composition C10H25ClILaN3OP, computed with the ωB97M-V functional and the def2-TZVPD basis.

Properties
M = 535.57 g/mol
energy = -48049.228 eV
net charge = +2
energy above the lowest of the compared OMol25 structures with the same formula, charge and spin = 3.579 eV

Structure (XYZ):
```
43
C10H25ClILaN3OP the ωB97M-V functional and the def2-TZVPD basis
H 0.22 -2.43 3.30
C -1.07 2.18 1.64
H -1.76 1.48 1.15
H 2.86 -0.49 -3.75
N -0.50 1.57 2.84
H -0.34 -2.26 -5.33
H -1.62 3.07 1.97
H 0.74 0.73 5.64
H 0.09 -0.90 5.87
H 1.79 -1.63 3.02
H -1.18 2.34 4.70
N 0.32 -0.39 3.88
C -1.37 -1.63 -1.22
H 2.18 -1.19 -5.27
C 0.01 0.00 5.25
H 0.22 -1.26 1.63
I 1.54 -2.76 -1.01
H -0.26 -3.01 -3.70
C 0.05 0.57 -4.93
H 0.59 1.50 -4.69
H -1.01 0.41 5.35
Cl 2.33 2.18 -1.38
H 0.36 0.20 -5.92
H 2.34 -2.20 -3.78
H -2.08 0.98 -1.05
P 0.44 -0.69 -3.66
N 0.07 -0.26 1.55
H -1.03 0.77 -4.92
La 0.73 0.25 -0.73
H -1.98 0.62 -2.79
H 1.27 -2.05 4.68
H -0.38 3.48 3.60
H -1.61 -1.90 -4.11
H -0.28 2.50 0.93
C -1.38 0.85 -1.90
C 2.13 -1.20 -4.17
H -0.89 1.84 -2.06
H 0.62 2.30 4.47
O -2.13 -2.49 -1.27
C -0.55 -2.11 -4.26
C 0.93 -1.70 3.70
C -0.35 2.46 3.98
C -0.04 0.30 2.77
```

Löwdin atomic charge list, values in e, 5 entries:
1 H 0.107
2 C -0.050
3 H 0.076
4 H 0.059
5 N -0.130


[2]
A structure of composition C10H25ClIN3OPRe, computed with the ωB97M-V functional and the def2-TZVPD basis.

Properties
multiplicity = 4
M = 582.87 g/mol
energy = -49299.253 eV
net charge = +3
energy above the lowest of the compared OMol25 structures with the same formula, charge and spin = 6.249 eV

Structure (XYZ):
```
43
C10H25ClIN3OPRe the ωB97M-V functional and the def2-TZVPD basis
H 2.18 0.39 0.01
Cl 0.64 1.96 2.66
N 1.21 -1.17 1.62
P -0.74 2.06 -0.53
O -0.02 -1.26 -1.72
C -1.91 1.64 -1.87
H 3.63 -3.21 -0.86
C 3.12 -0.03 0.28
H 0.11 -3.40 1.73
H 1.04 -4.77 2.50
C 4.03 -2.29 -0.39
H -1.14 3.79 1.21
H -2.21 3.93 -0.21
H 3.58 -4.77 0.84
H -2.47 2.52 -2.18
H 3.79 0.20 -0.56
H 4.93 -2.56 0.23
N 3.12 -1.51 0.38
I -2.16 -3.74 -0.45
H -1.43 1.23 -2.77
C -1.73 3.23 0.47
H 0.04 3.82 -1.98
C -1.93 -1.75 0.70
H 4.17 -3.52 1.99
H 0.65 -1.66 2.34
H 4.38 -1.64 -1.22
C 3.31 -4.12 1.70
C 0.54 3.01 -1.44
H -2.48 2.65 1.00
C 0.92 -4.12 1.60
C 0.15 -0.62 -0.73
Re 0.56 0.63 0.65
H 1.01 2.34 -2.15
N 2.13 -3.31 1.45
H 0.74 -4.73 0.69
H -2.65 0.89 -1.58
H 1.29 3.42 -0.76
C 2.15 -1.99 1.12
H 3.02 -4.76 2.54
H -1.53 -1.22 1.63
H 3.60 0.37 1.20
H -2.61 -1.16 0.10
H -1.74 -2.83 0.95
```

Löwdin atomic charge list, values in e, 5 entries:
1 H -0.048
2 Cl 0.066
3 N -0.029
4 P 0.636
5 O 0.093


| no. | strongest force on any atom (eV/A) |
| --- | --- |
| 1 | 3.84 |
| 2 | 7.24 |